Computed, not measured: a molecular structure, C53H117F6LiN14O15S2, with wB97M-V/def2-TZVPD.

Properties
F_max: 8.89 eV/Å
energy: -5387.3978 a.u.
Kohn-Sham gap: 5.10 eV
M: 1375.66 g/mol

Last column: Mulliken charge in e.
Atoms and positions in Å:
Li 14.5641 16.0929 -2.2328  0.9734
C 12.1148 12.4876 0.5906  0.6321
F 10.8887 12.7991 0.0732  -0.2252
F 11.9895 11.3549 1.3049  -0.2095
F 12.9700 12.3180 -0.4189  -0.2165
S 12.6163 13.9162 1.7312  0.9502
O 12.0107 13.6490 3.0294  -0.5688
O 14.0685 13.7059 1.9006  -0.6510
N 12.2015 15.3355 0.7946  -0.5000
S 11.1052 16.0394 1.6643  1.0742
O 9.8889 15.2425 1.6007  -0.5906
O 11.6644 16.3840 2.9719  -0.6198
C 10.8397 17.6803 0.7099  0.5699
F 10.3036 17.3625 -0.5125  -0.2174
F 9.9028 18.4721 1.3450  -0.2115
F 11.9519 18.4365 0.5737  -0.2066
C 12.7449 18.3202 -5.7641  -0.2547
C 14.2489 18.7148 -5.8801  -0.5581
O 14.9110 18.9115 -4.6322  -0.5192
O 12.6333 17.1164 -5.0682  -0.5120
H 12.4056 18.2231 -6.7954  0.2834
H 12.2532 19.2084 -5.3673  0.2745
H 14.3781 19.6310 -6.4562  0.3650
H 14.8305 18.0594 -6.5284  0.2949
H 15.2794 19.7931 -4.5390  0.3099
H 11.7234 16.8162 -5.1275  0.3222
C 10.3483 5.9818 -5.2840  0.6442
O 10.7942 4.9513 -4.9175  -0.6054
N 9.1056 6.1081 -5.7299  -0.3907
N 10.8687 7.1542 -5.1818  -0.3765
H 8.4368 5.3870 -5.5004  0.2116
H 8.8626 7.0295 -6.0648  0.1546
H 10.4428 8.0000 -5.5331  0.1535
H 11.7523 7.2225 -4.6973  0.2089
C 18.7556 17.6005 0.9884  0.6974
O 19.7349 18.3610 0.8165  -0.7231
N 17.5860 18.0070 1.0124  -0.3377
N 18.9506 16.3931 1.2959  -0.3822
H 16.9791 17.2618 1.3230  0.1568
H 17.3573 18.9435 0.7113  0.2091
H 19.8962 16.0791 1.1304  0.2209
H 18.2188 15.7251 1.4917  0.1679
C 18.0325 13.5444 -6.0955  0.6413
O 17.4636 13.6105 -5.0191  -0.6876
N 19.2911 13.6020 -6.2836  -0.4030
N 17.4114 13.5650 -7.1895  -0.3537
H 19.7797 13.5661 -5.4004  0.2428
H 19.6045 13.3042 -7.1964  0.1929
H 16.4241 13.3582 -7.2412  0.2283
H 17.9879 13.4882 -8.0153  0.1399
C 5.5138 15.0017 -3.5986  0.6375
O 6.5491 15.1929 -4.1161  -0.6331
N 4.4901 15.6304 -3.9940  -0.4033
N 5.2906 14.3293 -2.5300  -0.4176
H 4.5284 16.4996 -4.5071  0.1988
H 3.5532 15.3728 -3.7182  0.1714
H 6.1573 14.0510 -2.0924  0.2523
H 4.4211 14.4910 -2.0423  0.1949
C 6.0598 23.7112 -5.3144  -1.9715
C 6.1062 25.0444 -4.6673  1.6135
C 5.9582 26.1343 -5.7900  -1.2492
C 5.6517 27.5222 -5.2716  -0.7484
C 4.5347 27.5295 -4.2478  -1.2777
C 4.6390 26.4471 -3.1201  1.7806
N 4.9943 25.0599 -3.6694  0.0459
O 4.9037 23.9896 -2.7316  -0.4253
C 5.5391 26.9683 -2.0171  -1.7729
C 3.1902 26.3288 -2.6918  -2.0165
C 7.4743 25.2322 -4.0526  -1.6061
H 5.1651 23.5636 -5.9192  0.4269
H 6.0584 22.8822 -4.6066  0.3999
H 6.9383 23.5826 -5.9467  0.4052
H 6.7276 26.1404 -6.5621  0.4282
H 5.0672 25.8900 -6.3685  0.3863
H 5.5346 28.2544 -6.0705  0.4552
H 6.5652 27.9201 -4.8295  0.3483
H 3.6499 27.2391 -4.8141  0.4488
H 4.3481 28.5660 -3.9670  0.4061
H 4.8723 27.4771 -1.3209  0.5011
H 6.0103 26.2278 -1.3709  0.3120
H 6.3533 27.6189 -2.3361  0.3289
H 3.1122 25.9119 -1.6877  0.4003
H 2.6930 27.2932 -2.5881  0.3910
H 2.6796 25.7234 -3.4407  0.4994
H 7.6725 26.2650 -3.7659  0.3215
H 8.1452 24.9634 -4.8685  0.4567
H 7.6757 24.5711 -3.2098  0.3324
H 5.7130 24.1448 -2.2393  0.3795
C 12.3033 30.2796 3.7517  -1.6221
C 12.1506 30.0267 5.3066  1.4554
C 10.7185 30.0126 5.7856  -1.1892
C 10.0519 28.6044 5.5095  -0.8364
C 10.8056 27.5421 6.3184  -1.2566
C 12.2992 27.4384 6.0109  1.7024
N 12.8932 28.7189 5.7016  0.3948
O 14.1449 28.6743 5.3909  -0.4787
C 12.9723 26.8219 7.1797  -1.8352
C 12.4729 26.5047 4.8236  -1.7659
C 12.7858 31.0797 6.0617  -2.1011
H 13.3734 30.3148 3.5477  0.3734
H 11.8283 31.2169 3.4619  0.4282
H 11.7985 29.4566 3.2459  0.3451
H 10.4854 30.1637 6.8396  0.3884
H 10.1335 30.7857 5.2872  0.4331
H 9.9966 28.5150 4.4245  0.3515
H 9.0832 28.6169 6.0091  0.4077
H 10.2491 26.6449 6.0476  0.3672
H 10.6036 27.5473 7.3895  0.4586
H 12.7441 26.9897 8.2323  0.3177
H 12.7706 25.7522 7.1232  0.4252
H 14.0421 26.8997 6.9858  0.4221
H 13.4713 26.1083 4.6383  0.3555
H 11.7496 25.6977 4.9401  0.4055
H 12.3211 27.0639 3.9004  0.3715
H 12.4602 32.0741 5.7562  0.4255
H 13.8614 31.0973 5.8855  0.4456
H 12.7114 31.0333 7.1482  0.4101
H 14.5458 28.6430 6.2626  0.4004
C 5.6803 7.9642 9.0523  -1.7196
C 5.9608 9.4972 9.0987  1.4281
C 4.7018 10.2788 8.6374  -1.2324
C 3.6217 10.2704 9.6883  -0.4890
C 4.1669 10.9649 10.9030  -1.2344
C 5.4301 10.2990 11.4839  1.3285
N 6.4255 10.0714 10.4005  0.2912
O 7.6206 9.5103 10.9304  -0.5030
C 6.0732 11.2579 12.5465  -1.8073
C 5.0577 8.9666 12.1914  -1.5932
C 7.0406 9.8090 8.0133  -1.8892
H 5.4139 7.6245 8.0514  0.4651
H 4.8323 7.5964 9.6300  0.3608
H 6.6049 7.4303 9.2716  0.3590
H 4.9986 11.2510 8.2440  0.4118
H 4.4073 9.6488 7.7980  0.4454
H 3.4050 9.2429 9.9808  0.2749
H 2.7154 10.7937 9.3838  0.3432
H 3.4365 11.0112 11.7107  0.4776
H 4.4239 12.0016 10.6857  0.3761
H 6.1333 12.1837 11.9744  0.4587
H 5.4237 11.3299 13.4189  0.3552
H 7.0972 10.9827 12.7989  0.3975
H 5.0550 8.0123 11.6647  0.2821
H 5.8725 8.8054 12.8973  0.4466
H 4.2021 8.9564 12.8666  0.3620
H 6.6571 9.5458 7.0275  0.3842
H 7.9970 9.3256 8.2128  0.3907
H 7.2530 10.8762 8.0775  0.4810
H 8.3043 10.1452 10.7044  0.3483
C 3.5714 22.6062 6.2624  -1.9909
C 2.6699 21.3459 6.5829  1.6924
C 3.4874 20.1720 5.9895  -0.9830
C 4.6791 19.7712 6.7821  -0.8447
C 4.3356 19.4874 8.2845  -1.0373
C 3.4901 20.6515 8.9383  1.0297
N 2.4047 21.1621 8.0306  0.3109
O 1.6305 22.0661 8.6302  -0.5005
C 2.8719 19.9791 10.2291  -1.7553
C 4.3632 21.7994 9.4737  -1.4543
C 1.3410 21.3687 5.8446  -1.6689
H 3.2161 23.4951 6.7836  0.4433
H 3.5007 22.9669 5.2362  0.4446
H 4.6390 22.5772 6.4802  0.3320
H 2.8990 19.2697 5.8224  0.3702
H 4.0001 20.5500 5.1051  0.3322
H 5.4455 20.5261 6.6066  0.3336
H 5.1336 18.8472 6.4246  0.3847
H 5.2679 19.3500 8.8322  0.4591
H 3.7531 18.5680 8.2255  0.3785
H 3.6708 19.6319 10.8843  0.3929
H 2.2539 20.6933 10.7732  0.4045
H 2.3103 19.0670 10.0271  0.4176
H 5.2519 21.4225 9.9798  0.3665
H 4.6174 22.5738 8.7500  0.2836
H 3.6926 22.3457 10.1371  0.3983
H 0.4863 21.8486 6.3214  0.3868
H 0.9914 20.3493 5.6812  0.3554
H 1.4440 21.8203 4.8579  0.3535
H 0.7418 21.7126 8.5476  0.3647
C 17.0228 16.0373 11.5540  -1.9267
C 15.5683 15.5163 11.5855  1.4483
C 15.4145 14.4778 12.7609  -1.2165
C 13.9084 14.1309 13.1026  -0.6134
C 13.2475 15.5234 13.3328  -1.3126
C 13.2466 16.5084 12.1686  1.6061
N 14.6288 16.6778 11.7441  0.1103
O 14.8848 17.7200 10.8257  -0.4262
C 12.3647 15.9630 11.0322  -1.7275
C 12.6480 17.8803 12.6387  -1.8221
C 15.4027 14.8363 10.1950  -1.5836
H 17.7635 15.2538 11.3941  0.4324
H 17.2095 16.5324 12.5069  0.4764
H 17.2173 16.7735 10.7740  0.3610
H 15.8220 13.5337 12.3993  0.3693
H 15.9935 14.7047 13.6561  0.4157
H 13.8972 13.5109 13.9991  0.3879
H 13.4486 13.6505 12.2390  0.3029
H 13.7582 16.0720 14.1242  0.4492
H 12.2235 15.3356 13.6558  0.4355
H 12.7521 15.0610 10.5583  0.3600
H 11.4022 15.5701 11.3598  0.3938
H 12.1362 16.6424 10.2111  0.4156
H 12.7320 18.6378 11.8594  0.3994
H 11.5673 17.7393 12.6271  0.4004
H 13.0876 18.1442 13.6006  0.3967
H 15.0305 15.4600 9.3823  0.2709
H 14.6749 14.0251 10.2130  0.3584
H 16.3731 14.5025 9.8275  0.4517
H 14.6738 17.2573 10.0115  0.3866



Computed, not measured: C9H11NO in the gas phase, with wB97M-V/def2-TZVPD.

Properties
ΔE to the lowest compared entry with this formula, charge and spin: 5.910 eV
F_max: 10.28 eV/Å
SMILES string: O[C@H]1CNCc2ccccc21
energy: -479.3274 a.u.
Kohn-Sham gap: 9.21 eV
M: 149.19 g/mol

Last column: Mulliken charge in e.
Atoms and positions in Å:
C -1.2111 -1.2095 -0.2799  -0.4766
C -2.1949 -0.0795 -0.6274  -0.8054
C -0.6841 1.5313 0.0643  -0.8589
C 0.5055 0.8187 0.0154  0.9261
C 1.7718 1.2467 0.0955  -0.5390
C 2.8682 0.3454 0.2031  -0.4622
C 2.7128 -1.0862 0.0966  -0.5509
C 1.3155 -1.3342 -0.4593  -0.7705
C 0.1508 -0.6066 -0.2249  0.7169
H -1.5567 -1.0591 1.3815  0.4531
H -1.2309 -1.8747 -1.0911  0.5991
H -3.2510 -0.4386 -0.1215  0.3014
H -2.1843 0.1185 -1.6611  0.4246
H -2.7955 1.3094 0.8451  0.2980
H -0.9200 2.2259 -0.7478  0.2836
H -0.4042 2.1927 1.0032  0.3516
H 1.7115 2.5189 -0.1014  0.1480
H 3.7614 0.7568 0.5815  0.4078
H 3.4800 -1.9436 0.3523  0.2968
H 1.1866 -2.4947 -0.7647  0.1820
N -1.7935 0.9473 0.4497  -0.3777
O -1.2379 -1.8849 0.9910  -0.5477



Computed, not measured: 12 unconnected molecules or ions with the total composition C37H76N6O11, with wB97M-V/def2-TZVPD.

Properties
ΔE to the lowest compared entry with this formula, charge and spin: 0.000 eV
F_max: 1.90 eV/Å
SMILES string: c1cc[nH]c1.CNC(C)=O.CNC(C)=O.CNC(C)=O.CNC(C)=O.CNC(C)=O.CC(C)=O.CC(C)=O.CC(C)=O.CC(C)=O.CC(C)=O.CC(C)=O
energy: -2611.6894 a.u.
Kohn-Sham gap: 7.92 eV
M: 781.05 g/mol

Last column: Mulliken charge in e.
Atoms and positions in Å:
C -8.6069 -18.7247 -0.8758  -1.1922
C -7.4582 -18.3710 -1.8144  0.8043
O -7.2393 -19.0322 -2.8042  -0.5097
C -6.6236 -17.1842 -1.4395  -0.8107
H -9.5565 -18.7307 -1.4145  0.2531
H -8.6664 -17.9730 -0.0911  0.3613
H -8.5002 -19.7364 -0.4862  0.3746
H -5.9556 -16.9195 -2.2592  -0.3348
H -6.0304 -17.4609 -0.5627  0.5892
H -7.1444 -16.2613 -1.1774  0.3547
C -2.5925 -17.0238 -8.4039  -0.0749
C -3.0518 -15.7213 -7.8494  0.5691
O -4.2217 -15.5234 -7.5946  -0.1386
C -1.9912 -14.6870 -7.5510  -1.3966
H -2.5410 -17.0312 -9.4937  0.4648
H -3.2444 -17.8376 -8.0843  -0.4757
H -1.6002 -17.2316 -7.9906  0.1267
H -1.1510 -14.6966 -8.2404  0.4116
H -1.6257 -14.9384 -6.5488  0.2585
H -2.4245 -13.6897 -7.4988  0.3774
C -8.0370 -22.0257 -12.9510  -1.2641
C -6.9798 -21.3187 -12.1351  0.7970
O -7.2601 -20.4982 -11.2955  -0.3661
C -5.5688 -21.7657 -12.3646  -1.1748
H -8.1954 -22.9929 -12.4597  0.3190
H -7.6682 -22.2509 -13.9513  0.3771
H -9.0143 -21.5541 -12.9904  0.3219
H -5.4128 -21.6757 -13.4433  0.4106
H -5.4346 -22.8137 -12.0919  0.3258
H -4.8598 -21.1623 -11.8056  0.2473
C -5.6398 -17.2587 -10.1207  0.1046
C -5.0712 -16.1927 -11.0123  0.5525
O -3.8916 -16.1117 -11.2914  -0.5987
C -6.0103 -15.1526 -11.6031  -1.2362
H -6.0785 -16.8415 -9.2198  -0.3485
H -4.8302 -17.9455 -9.8703  -0.1714
H -6.3198 -17.8986 -10.6914  0.6228
H -6.7214 -14.8319 -10.8379  0.2459
H -6.5504 -15.6105 -12.4318  0.3623
H -5.4201 -14.2973 -11.9157  0.3505
C -9.7027 -20.1553 -4.7458  -0.3960
C -9.0640 -21.4943 -4.9278  0.3368
O -9.5245 -22.4679 -4.3868  -0.6159
C -7.8181 -21.6093 -5.7729  -0.2483
H -9.0425 -19.3191 -4.9770  -0.3124
H -10.2402 -20.0890 -3.8067  0.3053
H -10.4495 -20.0805 -5.5520  0.3927
H -6.9827 -20.9846 -5.4531  0.1144
H -8.0409 -21.2810 -6.7954  0.0790
H -7.4928 -22.6448 -5.8597  0.3838
C -11.0205 -14.4136 -4.3649  -1.0201
C -9.8845 -14.9779 -3.5232  0.4382
O -9.7470 -14.5796 -2.3863  -0.5760
C -8.9252 -15.9851 -4.1475  0.7656
H -10.5706 -13.8463 -5.1790  -0.0320
H -11.6975 -13.8589 -3.7241  0.3626
H -11.6165 -15.2432 -4.7615  0.3884
H -9.3207 -16.9931 -4.0196  0.4278
H -7.9886 -15.9131 -3.5958  -0.6052
H -8.7801 -15.7246 -5.1963  -0.1530
C -5.7024 -17.8788 -5.7158  1.3752
C -5.9604 -18.7545 -6.9170  -0.7531
O -6.9895 -18.6064 -7.5553  -0.1069
N -4.9977 -19.6707 -7.1688  1.2694
C -5.2045 -20.5948 -8.2734  -0.8814
H -6.4089 -18.0984 -4.9085  -0.0851
H -5.9285 -16.8494 -5.9947  -0.6252
H -4.7019 -17.9584 -5.2988  -0.3181
H -4.2439 -19.8942 -6.5384  -0.1674
H -4.2661 -21.0347 -8.6048  0.3739
H -5.7367 -20.1535 -9.1157  0.0221
H -5.8708 -21.4110 -7.9644  0.1915
C -3.4659 -23.0778 -6.2436  -0.8449
C -2.4310 -22.1784 -5.6129  0.4899
O -2.5909 -20.9577 -5.5930  -0.5646
N -1.3426 -22.7391 -5.0569  -0.3040
C -0.8086 -24.0546 -5.2819  -0.9812
H -4.4415 -22.6182 -6.0914  -0.0929
H -3.5084 -24.0479 -5.7495  0.5040
H -3.3120 -23.2192 -7.3118  0.2552
H -0.7356 -22.0721 -4.6013  0.2631
H 0.0586 -24.0422 -5.9505  0.3077
H -1.5181 -24.7511 -5.7189  0.3581
H -0.4343 -24.5213 -4.3686  0.3189
C 0.5690 -18.9170 -6.7085  -0.9704
C -0.1967 -17.8973 -5.8882  0.7406
O 0.1881 -16.7439 -5.8127  -0.6552
N -1.3398 -18.3324 -5.3401  0.2098
C -2.1835 -17.4919 -4.5088  -0.9702
H 0.2623 -19.9502 -6.5383  0.1635
H 1.6434 -18.8041 -6.5930  0.3895
H 0.3664 -18.7203 -7.7656  0.2319
H -1.6814 -19.2581 -5.5644  0.2032
H -1.5834 -16.9085 -3.8138  0.3769
H -2.8363 -18.1570 -3.9460  0.4887
H -2.7682 -16.8150 -5.1349  0.0133
C -9.4547 -11.7610 -6.4844  -1.3898
C -8.2346 -12.6891 -6.3546  0.5729
O -7.4548 -12.5487 -5.4246  -0.6331
N -8.1468 -13.6163 -7.3268  0.0464
C -7.0550 -14.5740 -7.4157  -0.3278
H -10.2523 -12.2896 -7.0081  0.3901
H -9.1228 -10.9221 -7.0971  0.4215
H -9.7930 -11.4366 -5.5075  0.3359
H -8.7837 -13.5118 -8.0954  0.2865
H -7.4626 -15.5739 -7.5761  -0.0767
H -6.4819 -14.5921 -6.4941  -0.2637
H -6.3686 -14.3297 -8.2237  0.4800
C -6.9039 -12.7024 -2.0534  -0.5369
C -5.6755 -13.5504 -2.2792  0.7466
O -4.8168 -13.7188 -1.4245  -0.7237
N -5.6035 -14.0871 -3.5153  0.3193
C -4.5846 -14.9972 -3.9837  -0.7037
H -7.6942 -13.1178 -2.6752  -0.1486
H -6.7155 -11.6639 -2.3116  0.2672
H -7.1878 -12.8273 -1.0113  0.3313
H -6.3614 -13.8553 -4.1424  -0.1693
H -4.9915 -16.0072 -4.0116  -0.1878
H -3.7540 -14.9722 -3.2773  0.3777
H -4.1983 -14.6594 -4.9459  0.4434
N -9.7412 -18.4009 -8.3150  0.3937
C -9.7753 -19.4150 -9.2194  -0.2627
C -11.0641 -19.5558 -9.6893  -0.8172
C -11.8403 -18.5659 -9.0202  -0.4919
C -11.0033 -17.9242 -8.1279  -0.7014
H -8.9253 -18.1619 -7.7762  0.2333
H -8.8916 -19.9805 -9.4642  0.3895
H -11.4641 -20.2418 -10.4152  0.4291
H -12.9058 -18.4190 -9.0885  0.3981
H -11.2674 -17.2710 -7.3114  0.4205



Computed, not measured: 5 unconnected molecules or ions with the total composition C8H28N2O5, with wB97M-V/def2-TZVPD.

Properties
ΔE to the lowest compared entry with this formula, charge and spin: 1.293 eV
F_max: 3.03 eV/Å
SMILES string: COC[C@H](C)N.COC[C@H](C)N.O.O.O
energy: -807.2389 a.u.
Kohn-Sham gap: 8.96 eV
M: 232.32 g/mol

Last column: Mulliken charge in e.
Atoms and positions in Å:
O -0.6561 -1.4339 -1.1046  -0.7275
H -0.7080 -0.4665 -1.0767  0.3407
H 0.2796 -1.6296 -0.9696  0.2849
O -0.4557 1.6026 -0.4849  -0.6034
H -0.2596 2.3870 -1.0094  0.2994
H 0.1028 1.6852 0.2967  0.2981
O -0.9513 -3.7667 0.4087  -0.6384
H -0.9184 -2.9812 -0.1684  0.4268
H -1.7911 -4.1873 0.2030  0.3284
C 6.3304 1.2148 1.6590  -1.4136
C 6.6380 -0.2897 1.7038  0.3760
C 5.4142 -1.1525 2.1119  -0.7090
O 4.3845 -0.9870 1.1979  -0.2689
C 3.1545 -1.6445 1.4144  -0.6955
N 7.0740 -0.6677 0.3467  -0.7576
H 5.4033 1.4906 1.1537  0.2394
H 7.1447 1.7534 1.1839  0.4058
H 6.1600 1.4941 2.7042  0.3517
H 7.5013 -0.4157 2.3550  0.4073
H 5.0762 -0.8844 3.1257  0.3891
H 5.7735 -2.1786 2.2663  0.3766
H 2.4627 -1.2213 0.6890  0.1292
H 2.8090 -1.2465 2.3784  0.3186
H 3.1727 -2.7338 1.4235  0.3099
H 6.2492 -0.7459 -0.2405  0.2866
H 7.4938 -1.5922 0.3727  0.2479
C -4.0238 -0.3318 -1.0634  -1.3435
C -4.6504 0.5870 -2.0973  0.5439
C -5.3875 1.7947 -1.5277  -0.6915
O -6.4950 1.2020 -0.8694  -0.2727
C -7.2187 2.1083 -0.0705  -0.7830
N -3.5450 0.9987 -3.0125  -0.7214
H -4.7413 -0.4090 -0.2296  0.3945
H -3.1917 0.0288 -0.4456  0.2211
H -3.6972 -1.3093 -1.4114  0.3557
H -5.2680 -0.0110 -2.7696  0.1560
H -5.6630 2.4932 -2.3255  0.4135
H -4.7310 2.3972 -0.8880  0.3305
H -7.8725 1.5236 0.5810  0.2592
H -7.8177 2.7737 -0.6965  0.2924
H -6.6612 2.6923 0.6713  0.3253
H -3.0534 1.7867 -2.6048  0.2531
H -2.8672 0.2720 -3.1809  0.2644